{
  "formula": "C39H109ClN4O26S",
  "method": "the ωB97M-V functional and the def2-TZVPD basis",
  "homo_ev": -8.5,
  "total_energy_ev": -124753.8974,
  "orbital_gap_ev": 8.58,
  "symbols": ["C", "N", "C", "C", "C", "C", "C", "C", "N", "C", "C", "O", "C", "O", "O", "C", "N", "C", "O", "C", "C", "C", "C", "C", "S", "O", "O", "Cl", "N", "C", "C", "C", "O", "H", "H", "H", "H", "H", "H", "H", "H", "H", "H", "H", "H", "H", "H", "H", "H", "H", "H", "H", "H", "H", "H", "H", "H", "H", "H", "H", "H", "H", "H", "H", "H", "H", "C", "O", "H", "H", "H", "H", "C", "O", "H", "H", "H", "H", "C", "O", "H", "H", "H", "H", "C", "O", "H", "H", "H", "H", "C", "O", "H", "H", "H", "H", "C", "O", "H", "H", "H", "H", "C", "O", "H", "H", "H", "H", "C", "O", "H", "H", "H", "H", "C", "O", "H", "H", "H", "H", "C", "O", "H", "H", "H", "H", "C", "O", "H", "H", "H", "H", "C", "O", "H", "H", "H", "H", "C", "O", "H", "H", "H", "H", "C", "O", "H", "H", "H", "H", "C", "O", "H", "H", "H", "H", "C", "O", "H", "H", "H", "H", "C", "O", "H", "H", "H", "H", "C", "O", "H", "H", "H", "H", "C", "O", "H", "H", "H", "H"],
  "positions_angstrom": [[1.274, -3.696, -0.518], [1.846, -2.797, -1.531], [1.875, -1.432, -1.016], [1.854, -0.362, -2.162], [0.692, -0.728, -3.088], [-0.633, -1.163, -2.448], [-1.860, -0.776, -3.303], [-2.997, -0.076, -2.558], [-3.268, 1.267, -3.125], [-4.578, 1.690, -2.891], [-4.967, 2.121, -1.514], [-5.405, 1.721, -3.795], [3.186, -0.661, -2.843], [3.486, -1.483, -3.662], [4.063, 0.215, -2.251], [3.329, 1.469, -2.315], [4.173, 2.467, -1.649], [5.373, 2.414, -1.941], [6.528, 2.399, -2.180], [1.982, 1.125, -1.660], [1.899, 1.309, -0.154], [3.126, 0.856, 0.675], [3.362, 1.766, 1.877], [2.118, 2.044, 2.701], [1.434, 0.647, 3.552], [1.151, -0.473, 2.709], [0.272, 1.121, 4.248], [2.757, 0.092, 5.003], [0.971, 1.948, -2.399], [-0.336, 2.051, -1.731], [1.426, 3.281, -2.727], [1.659, 4.363, -1.704], [1.635, 3.521, -3.902], [1.741, -3.485, 0.449], [1.510, -4.714, -0.763], [0.203, -3.575, -0.449], [2.786, -3.109, -1.713], [2.826, -1.305, -0.503], [1.080, -1.271, -0.303], [0.511, 0.036, -3.831], [1.049, -1.583, -3.645], [-0.770, -0.845, -1.419], [-0.616, -2.245, -2.413], [-2.299, -1.695, -3.664], [-1.518, -0.171, -4.135], [-2.818, -0.016, -1.489], [-3.893, -0.677, -2.675], [-3.159, 1.240, -4.130], [-5.002, 1.276, -0.832], [-5.897, 2.653, -1.542], [-4.174, 2.767, -1.146], [3.257, 1.641, -3.382], [1.039, 0.799, 0.258], [1.734, 2.358, 0.060], [2.881, -0.112, 1.090], [4.027, 0.712, 0.104], [3.704, 2.725, 1.496], [4.125, 1.336, 2.517], [2.387, 2.758, 3.471], [1.298, 2.480, 2.148], [-0.626, 1.134, -1.243], [-1.086, 2.244, -2.489], [-0.414, 2.857, -1.003], [0.707, 4.606, -1.241], [1.982, 5.257, -2.207], [2.338, 4.074, -0.916], [2.386, -3.300, -6.652], [2.577, -1.895, -6.578], [1.964, -3.533, -7.627], [3.338, -3.827, -6.538], [1.694, -3.625, -5.872], [2.945, -1.701, -5.711], [-6.680, -0.002, 1.751], [-5.976, -0.123, 0.518], [-6.727, 1.050, 2.023], [-7.692, -0.391, 1.635], [-6.162, -0.551, 2.541], [-5.949, -1.060, 0.300], [3.120, 1.574, -6.933], [1.969, 1.599, -6.101], [2.983, 0.785, -7.667], [3.247, 2.528, -7.454], [4.022, 1.358, -6.351], [2.082, 2.295, -5.443], [-7.611, 4.957, -0.106], [-6.372, 4.348, 0.263], [-7.606, 5.127, -1.180], [-8.443, 4.296, 0.149], [-7.734, 5.913, 0.410], [-6.399, 4.208, 1.213], [-5.460, 7.486, 1.924], [-6.732, 7.453, 2.570], [-5.484, 6.794, 1.086], [-5.252, 8.494, 1.554], [-4.680, 7.177, 2.623], [-6.703, 8.064, 3.309], [-0.670, -6.723, -2.353], [-0.065, -6.303, -1.128], [-0.174, -6.200, -3.165], [-0.553, -7.801, -2.494], [-1.732, -6.467, -2.370], [-0.509, -6.763, -0.411], [3.271, 2.001, 8.268], [1.851, 1.900, 8.191], [3.523, 2.452, 9.225], [3.729, 1.009, 8.210], [3.653, 2.632, 7.462], [1.637, 1.503, 7.343], [-2.849, 4.955, 2.809], [-1.542, 4.411, 2.670], [-2.927, 5.823, 2.160], [-3.603, 4.221, 2.512], [-3.026, 5.266, 3.843], [-1.496, 3.646, 3.249], [7.647, -0.701, -0.046], [6.239, -0.729, -0.269], [7.833, -0.270, 0.934], [8.052, -1.715, -0.073], [8.133, -0.086, -0.809], [6.088, -1.111, -1.137], [-9.323, -3.017, 1.200], [-7.918, -3.285, 1.249], [-9.461, -1.979, 0.911], [-9.808, -3.660, 0.461], [-9.778, -3.178, 2.178], [-7.803, -4.202, 1.503], [-5.024, -3.710, -0.678], [-4.763, -2.891, -1.815], [-4.075, -4.125, -0.347], [-5.461, -3.128, 0.138], [-5.701, -4.528, -0.936], [-5.603, -2.527, -2.107], [-8.637, 1.391, -1.991], [-8.263, 0.235, -1.248], [-9.708, 1.336, -2.177], [-8.422, 2.301, -1.424], [-8.109, 1.430, -2.946], [-7.314, 0.288, -1.081], [-1.043, -4.276, -6.062], [-1.635, -5.153, -5.104], [-0.672, -3.399, -5.538], [-0.209, -4.771, -6.564], [-1.783, -3.960, -6.802], [-1.960, -5.922, -5.576], [-13.162, -1.795, 0.777], [-12.537, -2.007, 2.041], [-12.413, -1.392, 0.101], [-13.543, -2.734, 0.368], [-13.983, -1.079, 0.864], [-13.199, -2.363, 2.637], [9.826, 1.878, 1.053], [10.278, 0.727, 1.763], [8.741, 1.859, 1.045], [10.164, 2.793, 1.546], [10.194, 1.855, 0.024], [11.237, 0.743, 1.770], [9.721, -4.242, 0.624], [8.588, -4.302, 1.485], [9.578, -4.952, -0.186], [9.830, -3.237, 0.206], [10.627, -4.505, 1.177], [8.736, -3.670, 2.193], [9.356, -6.420, 4.257], [10.197, -5.365, 4.723], [9.663, -6.670, 3.246], [9.456, -7.304, 4.892], [8.313, -6.095, 4.240], [9.921, -5.145, 5.615], [3.392, 5.695, 3.431], [3.879, 4.528, 4.094], [2.306, 5.669, 3.470], [3.746, 6.600, 3.929], [3.711, 5.710, 2.385], [4.838, 4.554, 4.058], [3.638, -2.472, 9.363], [3.942, -1.795, 8.146], [4.471, -3.132, 9.591], [3.512, -1.761, 10.183], [2.729, -3.070, 9.260], [3.203, -1.214, 7.950]]
}

{
  "formula": "C3H8N2OS2",
  "method": "the ωB97M-V functional and the def2-TZVPD basis",
  "smiles": "NC[C@@H](S)C(=O)NS",
  "homo_ev": -9.0,
  "total_energy_ev": -29938.6265,
  "orbital_gap_ev": 9.52,
  "relative_energy_ev": 0.846,
  "symbols": ["N", "C", "C", "S", "C", "O", "N", "S", "H", "H", "H", "H", "H", "H", "H", "H"],
  "positions_angstrom": [[1.721, -1.669, 0.167], [1.607, -0.290, -0.294], [0.506, 0.590, 0.328], [0.694, 2.308, -0.166], [-0.832, -0.038, -0.096], [-0.960, -1.064, -0.728], [-1.900, 0.765, 0.180], [-3.496, 0.247, -0.057], [0.859, -2.200, -0.017], [2.022, -1.745, 1.138], [1.484, -0.293, -1.360], [2.549, 0.243, -0.143], [0.643, 0.612, 1.426], [0.164, 2.177, -1.457], [-1.730, 1.433, 0.907], [-3.332, -1.076, 0.174]]
}

{
  "formula": "C31H26BrIN2O7STc",
  "method": "the ωB97M-V functional and the def2-TZVPD basis",
  "homo_ev": [-6.7, -7.5],
  "total_energy_ev": -141052.3871,
  "orbital_gap_ev": [6.34, 6.67],
  "multiplicity": 4,
  "relative_energy_ev": 8.851,
  "symbols": ["Tc", "C", "C", "N", "C", "C", "C", "O", "C", "C", "N", "C", "C", "C", "C", "C", "C", "I", "C", "O", "H", "H", "H", "H", "H", "H", "H", "H", "H", "H", "H", "H", "O", "C", "O", "C", "C", "C", "C", "C", "C", "S", "H", "H", "H", "H", "Br", "C", "C", "C", "C", "C", "C", "C", "O", "O", "H", "H", "H", "H", "C", "C", "C", "O", "H", "H", "H", "H", "H", "H"],
  "positions_angstrom": [[-0.015, 1.048, -0.824], [4.317, 0.662, 0.499], [3.317, 1.016, 1.558], [3.751, 1.575, 2.670], [2.860, 1.957, 3.591], [1.506, 1.723, 3.481], [0.567, 2.264, 4.527], [-0.447, 3.096, 3.977], [1.043, 1.052, 2.340], [-0.379, 0.646, 2.293], [-0.684, -0.695, 1.886], [-1.870, -1.302, 2.426], [-2.072, -1.316, 3.797], [-3.185, -1.964, 4.313], [-4.098, -2.580, 3.469], [-3.890, -2.571, 2.094], [-2.772, -1.943, 1.571], [-2.063, -1.810, -0.488], [1.942, 0.770, 1.308], [1.614, 0.329, 0.104], [5.318, 0.862, 0.873], [4.141, 1.255, -0.401], [4.232, -0.387, 0.211], [3.253, 2.483, 4.454], [1.153, 2.807, 5.275], [0.041, 1.464, 5.055], [-0.067, 3.637, 3.271], [-1.031, 1.109, 3.026], [-1.367, -0.823, 4.456], [-3.346, -1.974, 5.383], [-4.973, -3.066, 3.879], [-4.601, -3.052, 1.434], [-3.483, 1.233, 2.277], [-3.673, 0.881, 1.192], [-1.053, 0.480, 1.034], [-4.052, 0.596, -0.074], [-5.046, 1.507, -0.608], [-5.550, 1.330, -1.861], [-5.119, 0.269, -2.675], [-4.146, -0.601, -2.196], [-3.608, -0.460, -0.936], [-0.660, -0.547, -2.400], [-5.370, 2.333, 0.011], [-6.288, 2.029, -2.231], [-5.522, 0.133, -3.668], [-3.778, -1.393, -2.836], [-3.271, 4.097, -5.486], [-2.440, 4.042, -3.783], [-1.889, 5.202, -3.256], [-1.278, 5.158, -2.013], [-1.210, 3.965, -1.305], [-1.790, 2.826, -1.848], [-2.401, 2.846, -3.091], [-0.466, 3.915, 0.008], [-0.334, 4.911, 0.689], [0.021, 2.747, 0.318], [-1.937, 6.126, -3.816], [-0.836, 6.043, -1.577], [-1.897, 1.897, -1.262], [-2.829, 1.942, -3.503], [2.669, 2.705, -3.883], [2.077, 1.704, -2.947], [2.676, 0.343, -2.869], [1.093, 2.037, -2.288], [3.729, 2.835, -3.664], [2.143, 3.653, -3.813], [2.599, 2.315, -4.902], [3.697, 0.339, -3.247], [2.059, -0.324, -3.477], [2.624, -0.027, -1.845]]
}

{
  "formula": "C19H32NO6P",
  "method": "the ωB97M-V functional and the def2-TZVPD basis",
  "smiles": "CCOP(=O)(CCC[C@@H]1C[C@@H](CCCO)C(=O)O1)OCC.c1ccncc1",
  "homo_ev": -9.4,
  "total_energy_ev": -43278.1634,
  "orbital_gap_ev": 9.51,
  "symbols": ["C", "C", "O", "P", "O", "C", "C", "C", "C", "C", "C", "C", "C", "C", "O", "C", "O", "O", "O", "C", "C", "H", "H", "H", "H", "H", "H", "H", "H", "H", "H", "H", "H", "H", "H", "H", "H", "H", "H", "H", "H", "H", "H", "H", "H", "H", "H", "H", "C", "C", "C", "N", "C", "C", "H", "H", "H", "H", "H"],
  "positions_angstrom": [[-5.354, 0.866, -2.720], [-4.335, 0.222, -1.561], [-4.921, 0.299, -0.195], [-4.020, -0.673, 0.938], [-4.038, -2.170, 0.341], [-2.170, -0.165, 0.995], [-1.853, 1.164, 1.904], [-0.256, 1.531, 2.053], [0.712, 0.862, 0.909], [1.290, -0.673, 1.137], [1.919, -0.851, -0.402], [0.722, -1.273, -1.440], [0.898, -2.741, -2.148], [-0.447, -3.715, -2.004], [-0.293, -4.878, -2.935], [2.570, 0.685, -0.519], [3.487, 0.971, -1.450], [1.989, 1.565, 0.550], [-4.717, -0.785, 2.530], [-4.082, -2.014, 3.110], [-4.287, -2.012, 4.763], [-4.669, 1.208, -3.635], [-5.919, 1.775, -2.222], [-6.115, 0.003, -3.037], [-4.109, -0.869, -1.921], [-3.322, 0.827, -1.659], [-1.583, -1.095, 1.417], [-1.864, 0.098, -0.113], [-2.471, 2.128, 1.567], [-2.242, 0.938, 3.010], [0.160, 1.250, 3.136], [-0.186, 2.718, 1.958], [0.083, 1.079, -0.082], [0.554, -1.518, 1.474], [2.190, -0.532, 1.907], [2.779, -1.653, -0.216], [-0.322, -1.303, -0.867], [0.567, -0.480, -2.312], [1.006, -2.550, -3.318], [1.814, -3.302, -1.682], [-1.400, -3.133, -2.372], [-0.582, -4.123, -0.912], [-1.075, -5.506, -2.836], [-2.915, -2.052, 2.909], [-4.630, -3.008, 2.740], [-3.463, -1.296, 5.186], [-4.075, -3.114, 5.153], [-5.389, -1.667, 4.952], [6.084, 2.693, -1.570], [7.064, 3.317, -2.335], [7.832, 4.303, -1.738], [7.682, 4.698, -0.454], [6.722, 4.076, 0.262], [5.907, 3.077, -0.245], [5.463, 1.914, -2.004], [7.226, 3.041, -3.371], [8.612, 4.817, -2.292], [6.620, 4.413, 1.290], [5.152, 2.610, 0.377]]
}

{
  "formula": "C2H2BrN",
  "method": "the ωB97M-V functional and the def2-TZVPD basis",
  "smiles": "N#CCBr",
  "homo_ev": -11.0,
  "total_energy_ev": -73637.9656,
  "orbital_gap_ev": 11.22,
  "relative_energy_ev": 0.207,
  "symbols": ["N", "C", "C", "Br", "H", "H"],
  "positions_angstrom": [[-0.031, 2.742, 0.011], [-0.053, 1.596, -0.038], [-0.366, 0.226, 0.032], [-2.277, 0.064, -0.001], [-0.031, -0.106, -0.918], [-0.066, -0.320, 1.006]]
}

{
  "formula": "C54H42BrNO10",
  "method": "the ωB97M-V functional and the def2-TZVPD basis",
  "smiles": "C#CN(CCCC(=O)OCC)C(=O)OC[C@H](C)Br.O=C1c2ccccc2C(=O)c2ccccc21.O=C1c2ccccc2C(=O)c2ccccc21.O=C1c2ccccc2C(=O)c2ccccc21",
  "homo_ev": -9.6,
  "total_energy_ev": -148686.1270,
  "orbital_gap_ev": 8.54,
  "symbols": ["C", "C", "N", "C", "C", "C", "C", "O", "O", "C", "C", "C", "O", "O", "C", "C", "C", "Br", "H", "H", "H", "H", "H", "H", "H", "H", "H", "H", "H", "H", "H", "H", "H", "H", "H", "H", "O", "C", "C", "C", "C", "C", "C", "C", "C", "O", "C", "C", "C", "C", "C", "C", "H", "H", "H", "H", "H", "H", "H", "H", "O", "C", "C", "C", "C", "C", "C", "C", "C", "O", "C", "C", "C", "C", "C", "C", "H", "H", "H", "H", "H", "H", "H", "H", "O", "C", "C", "C", "C", "C", "C", "C", "C", "O", "C", "C", "C", "C", "C", "C", "H", "H", "H", "H", "H", "H", "H", "H"],
  "positions_angstrom": [[1.383, 7.846, -1.813], [1.023, 6.816, -2.298], [0.648, 5.700, -2.992], [-0.507, 6.028, -3.859], [-0.947, 4.879, -4.750], [-2.263, 5.279, -5.448], [-3.377, 4.304, -5.137], [-3.252, 3.131, -5.300], [-4.529, 4.859, -4.658], [-4.467, 4.984, -3.218], [-4.824, 6.399, -2.787], [1.785, 5.233, -3.717], [1.994, 5.434, -4.868], [2.592, 4.472, -2.940], [3.864, 5.069, -2.662], [4.565, 4.220, -1.593], [3.544, 3.502, -0.724], [5.585, 5.429, -0.429], [1.449, 8.762, -1.291], [-1.330, 6.259, -3.189], [-0.334, 6.914, -4.467], [-0.210, 4.676, -5.515], [-1.066, 3.955, -4.191], [-2.120, 5.379, -6.517], [-2.581, 6.259, -5.099], [-3.460, 4.726, -2.892], [-5.144, 4.265, -2.773], [-5.381, 6.346, -1.857], [-3.934, 6.989, -2.593], [-5.408, 6.875, -3.564], [3.743, 6.072, -2.267], [4.475, 5.139, -3.558], [5.275, 3.534, -2.031], [3.099, 2.686, -1.278], [4.042, 3.149, 0.172], [2.783, 4.199, -0.394], [2.204, -0.465, -0.552], [1.104, -0.976, -0.651], [0.879, -2.428, -0.399], [1.948, -3.238, -0.032], [1.740, -4.579, 0.241], [0.464, -5.122, 0.146], [-0.603, -4.328, -0.239], [-0.400, -2.983, -0.520], [-1.559, -2.154, -0.957], [-2.656, -2.647, -1.114], [-1.334, -0.701, -1.193], [-2.403, 0.102, -1.570], [-2.213, 1.461, -1.762], [-0.954, 2.023, -1.575], [0.115, 1.223, -1.212], [-0.068, -0.140, -1.026], [2.940, -2.821, 0.040], [2.574, -5.205, 0.530], [0.302, -6.167, 0.371], [-1.594, -4.753, -0.317], [-3.380, -0.339, -1.709], [-3.047, 2.085, -2.055], [-0.806, 3.087, -1.715], [1.095, 1.655, -1.070], [5.086, 0.364, 6.704], [5.717, 0.430, 5.669], [7.115, 0.948, 5.659], [7.703, 1.336, 6.856], [9.011, 1.787, 6.868], [9.739, 1.851, 5.684], [9.154, 1.479, 4.487], [7.839, 1.031, 4.468], [7.219, 0.651, 3.167], [7.832, 0.772, 2.127], [5.830, 0.114, 3.181], [5.243, -0.279, 1.985], [3.962, -0.806, 1.981], [3.263, -0.943, 3.176], [3.837, -0.542, 4.370], [5.120, -0.008, 4.378], [7.134, 1.280, 7.773], [9.469, 2.086, 7.802], [10.765, 2.194, 5.698], [9.713, 1.532, 3.564], [5.793, -0.173, 1.059], [3.507, -1.109, 1.049], [2.265, -1.362, 3.172], [3.295, -0.643, 5.300], [-3.662, -5.787, 1.244], [-4.772, -6.267, 1.140], [-5.000, -7.720, 1.383], [-3.929, -8.522, 1.756], [-4.130, -9.866, 2.019], [-5.403, -10.415, 1.912], [-6.471, -9.624, 1.527], [-6.274, -8.276, 1.257], [-7.433, -7.444, 0.829], [-8.529, -7.939, 0.669], [-7.209, -5.988, 0.606], [-8.282, -5.187, 0.240], [-8.098, -3.828, 0.055], [-6.840, -3.263, 0.237], [-5.764, -4.057, 0.592], [-5.942, -5.423, 0.773], [-2.942, -8.088, 1.842], [-3.294, -10.488, 2.312], [-5.559, -11.464, 2.128], [-7.462, -10.048, 1.438], [-9.258, -5.631, 0.103], [-8.936, -3.205, -0.228], [-6.700, -2.199, 0.100], [-4.785, -3.618, 0.727]]
}